1.
Formula: C4H15NO2
Source: OMol25
Level of theory: ωB97M-V with the def2-TZVPD basis set

```
22
Properties=species:S:1:pos:R:3:lowdin_charge:R:1
C 1.9286 -0.4859 -1.8683 -0.098
C 1.6883 0.5361 -0.7567 -0.269
N 0.4084 0.3080 -0.0835 -0.303
C 0.3596 1.0582 1.1782 -0.113
C -0.8243 0.6369 -0.8301 -0.084
H 2.9092 -0.3798 -2.3320 0.067
H 1.8425 -1.5089 -1.4874 0.074
H 1.2587 -0.3567 -2.7320 0.066
H 1.6153 1.5331 -1.2395 0.117
H 2.5678 0.5507 -0.1186 0.112
H 0.5316 2.1306 1.0752 0.082
H 1.1203 0.6480 1.8628 0.086
H -0.5910 0.7901 1.6429 0.082
H -1.0078 1.6674 -1.1358 0.082
H -0.6984 0.0895 -1.7734 0.074
H -1.6736 0.2039 -0.3013 0.081
O -4.2038 -0.5630 1.8807 -0.064
H -4.2602 0.2652 2.3685 0.029
H -4.4822 -0.2815 0.9954 0.034
O 0.1728 -2.3683 1.2901 -0.059
H 0.9242 -2.8162 1.6665 0.022
H 0.4140 -1.6574 0.6983 -0.020
```

- Electronic energy: -9975.710 eV
- Frontier orbital gap: 9.6957 eV
- SMILES string: CCN(C)C.O.O
- 2S+1: 1
- ΔE to the lowest compared entry with this formula, charge and spin: 132.8 kJ/mol
- Highest occupied orbital energy: -8.949 eV

***

2.
Formula: C14H28N2O6
Source: OMol25
Level of theory: ωB97M-V with the def2-TZVPD basis set

```
50
Properties=species:S:1:pos:R:3:lowdin_charge:R:1
N -0.1683 -0.7227 1.9702 0.200
C -1.4685 -0.8907 2.2558 -0.552
O -2.0312 -0.4223 3.2216 0.049
C -2.1757 -1.7833 1.2267 -0.090
N -1.7555 -1.4326 -0.1240 -0.180
C -1.4199 -2.5691 -0.9600 -0.171
C -0.0717 -3.1865 -0.5529 -0.190
O 0.9774 -2.2545 -0.4171 -0.178
C 1.3420 -1.5758 -1.6045 -0.172
C 2.8087 -1.1247 -1.5377 -0.176
O 3.0330 -0.0182 -0.7013 -0.151
C 3.2216 -0.3434 0.6638 -0.173
C 3.2296 0.9322 1.5131 -0.164
O 1.9435 1.3461 1.9273 -0.161
C 1.3760 2.4475 1.2538 -0.168
C 0.9126 2.1337 -0.1795 -0.186
O 0.2869 3.2492 -0.7798 -0.134
C -1.0953 3.3869 -0.5250 -0.170
C -1.9550 2.4903 -1.4478 -0.174
O -3.0664 1.9192 -0.7950 -0.135
C -2.7716 0.8150 0.0341 -0.185
C -2.6688 -0.5005 -0.7591 -0.150
H 0.4065 -0.0779 2.4920 0.101
H 0.1946 -1.0995 1.1059 0.066
H -1.8994 -2.8161 1.4519 0.125
H -3.2606 -1.6913 1.3608 0.133
H -1.3454 -2.2180 -1.9923 0.115
H -2.1826 -3.3658 -0.9337 0.131
H -0.1418 -3.6596 0.4291 0.121
H 0.1966 -3.9547 -1.2939 0.128
H 0.7029 -0.6965 -1.7529 0.125
H 1.2316 -2.2478 -2.4662 0.130
H 3.1078 -0.8016 -2.5390 0.131
H 3.4343 -1.9731 -1.2309 0.133
H 2.4308 -1.0122 1.0166 0.112
H 4.1903 -0.8540 0.7793 0.132
H 3.7875 0.7228 2.4326 0.129
H 3.7381 1.7284 0.9609 0.134
H 2.0803 3.2898 1.2231 0.132
H 0.5185 2.7361 1.8686 0.129
H 1.7789 1.8968 -0.8020 0.122
H 0.2494 1.2598 -0.1580 0.107
H -1.3208 4.4399 -0.7029 0.127
H -1.3341 3.1603 0.5208 0.122
H -1.3069 1.7160 -1.8803 0.116
H -2.3720 3.0779 -2.2676 0.127
H -3.5814 0.7685 0.7643 0.134
H -1.8338 0.9737 0.5775 0.103
H -3.6760 -0.9296 -0.8922 0.130
H -2.2769 -0.2677 -1.7538 0.116
```

- Electronic energy: -30235.568 eV
- Frontier orbital gap: 9.4628 eV
- SMILES string: NC(=O)CN1CCOCCOCCOCCOCCOCC1
- 2S+1: 1
- ΔE to the lowest compared entry with this formula, charge and spin: 12.1 kJ/mol
- Highest occupied orbital energy: -8.776 eV

***

3.
Formula: CH2NOP
Source: OMol25
Level of theory: ωB97M-V with the def2-TZVPD basis set

```
6
Properties=species:S:1:pos:R:3:lowdin_charge:R:1
H -2.3428 0.1915 -0.9356 -0.144
P -1.3254 -0.6418 -0.3601 0.814
N -0.2429 0.4929 -0.2869 -0.361
C 1.0583 0.0489 0.3825 -0.423
O 1.6746 -0.9506 0.2075 0.045
H 1.1781 0.8591 0.9926 0.068
```

- Electronic energy: -13893.782 eV
- Frontier orbital gap: 8.8362 eV
- SMILES string: [H]/P=N/C=O
- 2S+1: 1
- ΔE to the lowest compared entry with this formula, charge and spin: 153.4 kJ/mol
- Highest occupied orbital energy: -9.803 eV

***

4.
Formula: CH2N3O3P
Source: OMol25
Level of theory: ωB97M-V with the def2-TZVPD basis set

```
10
Properties=species:S:1:pos:R:3:lowdin_spin:R:1
C 2.5619 1.2642 0.1692 0.001
N 1.5705 0.7063 0.2526 0.008
N -0.8910 -1.8833 -0.8776 0.061
N -1.2616 0.6361 -0.3087 0.415
O -1.4823 0.9647 -1.4253 0.647
O -1.5912 1.2782 0.6792 0.804
O -0.5828 -0.9845 1.7022 0.021
P -0.6962 -0.8810 0.2714 0.041
H -1.0136 -2.8838 -0.6009 0.003
H 3.3863 1.7831 0.1381 0.000
```

- Electronic energy: -20963.281 eV
- Frontier orbital gap (alpha / beta): 9.0558 / 6.8544 eV
- 2S+1: 3
- ΔE to the lowest compared entry with this formula, charge and spin: 142.0 kJ/mol
- Highest occupied orbital energy (alpha / beta): -8.626 / -10.703 eV

***

5.
Formula: C2H6NO3
Source: OMol25
Level of theory: ωB97M-V with the def2-TZVPD basis set

```
12
Properties=species:S:1:pos:R:3:lowdin_charge:R:1
C -2.4831 0.2765 1.3138 -0.421
C 2.0696 0.1403 -0.9201 -0.192
N 1.4510 -0.5324 -0.0465 0.262
O -1.4295 0.0480 0.8026 0.040
O -3.7168 0.1168 0.9259 0.132
O 3.2549 -0.1037 -1.3610 0.204
H -2.6567 0.8206 2.3591 0.186
H 1.4012 0.8337 -1.3078 0.153
H 1.9641 -1.3220 0.3139 0.163
H 0.4202 -0.2267 0.1701 0.161
H -3.6805 -0.2491 0.0155 0.146
H 3.4056 0.1980 -2.2653 0.167
```

- Electronic energy: -9796.604 eV
- Frontier orbital gap: 10.7459 eV
- 2S+1: 1
- Total charge: +1
- ΔE to the lowest compared entry with this formula, charge and spin: 46.9 kJ/mol
- Highest occupied orbital energy: -14.814 eV

***

6.
Formula: C6H13N
Source: OMol25
Level of theory: ωB97M-V with the def2-TZVPD basis set

```
20
Properties=species:S:1:pos:R:3:lowdin_charge:R:1
C -1.3770 1.7541 0.5527 -0.050
C -0.6653 0.4264 0.6263 -0.296
N -0.7500 -0.4750 -0.5036 -0.064
C -1.0873 -1.8735 -0.3131 -0.089
C 0.5622 0.0573 -0.1400 -0.491
C 1.5857 -0.7862 0.5999 -0.043
C 1.1666 0.9500 -1.2048 -0.028
H -2.4398 1.6334 0.7889 0.075
H -0.9480 2.4601 1.2733 0.078
H -1.3061 2.1925 -0.4460 0.067
H -0.7141 -0.0400 1.6157 0.142
H -1.1853 -2.3546 -1.2905 0.077
H -0.3513 -2.4445 0.2664 0.067
H -2.0516 -1.9583 0.1960 0.083
H 2.2776 -0.1183 1.1255 0.086
H 1.1295 -1.4329 1.3551 0.069
H 2.1761 -1.4116 -0.0806 0.086
H 0.4466 1.6862 -1.5692 0.068
H 1.4734 0.3382 -2.0616 0.085
H 2.0511 1.4799 -0.8352 0.080
```

- Electronic energy: -7921.985 eV
- Frontier orbital gap: 9.8275 eV
- SMILES string: C[C@H]1N(C)C1(C)C
- 2S+1: 1
- ΔE to the lowest compared entry with this formula, charge and spin: 81.8 kJ/mol
- Highest occupied orbital energy: -8.755 eV

***

7.
Formula: C27H40N3O2P3Tc
Source: OMol25
Level of theory: ωB97M-V with the def2-TZVPD basis set

```
76
Properties=species:S:1:pos:R:3:lowdin_spin:R:1
P 3.3230 -1.0431 0.0769 0.595
C 4.0098 -1.0590 1.7722 0.084
H 5.1039 -1.0129 1.7631 0.020
H 3.6720 -1.9409 2.3244 0.000
H 3.6021 -0.1864 2.2946 0.001
C 3.9673 -2.5737 -0.6959 0.093
H 3.8858 -2.5096 -1.7867 -0.001
H 3.3084 -3.3923 -0.3780 0.002
H 4.9992 -2.7979 -0.4042 0.022
C 4.3391 0.2932 -0.6734 0.082
H 5.3930 0.0030 -0.7790 0.020
H 4.2542 1.1927 -0.0548 -0.001
H 3.9322 0.5688 -1.6511 0.002
P -1.0312 3.2127 -0.7741 0.002
C -1.1110 3.8938 0.9056 0.000
H -1.3084 4.9687 0.8515 0.000
H -0.1526 3.7096 1.4044 0.000
H -1.9075 3.3910 1.4709 0.000
C 0.1275 4.2714 -1.6876 0.001
H 0.1149 4.0356 -2.7567 0.000
H 1.1438 4.0957 -1.3142 0.000
H -0.1175 5.3284 -1.5446 0.000
C -2.6643 3.5071 -1.5088 0.000
H -2.8081 4.5769 -1.7063 0.000
H -3.4435 3.1634 -0.8215 0.000
H -2.7668 2.9451 -2.4437 0.000
P -2.2691 -2.4950 0.1022 0.548
C -2.9986 -2.7591 1.7631 0.076
H -3.9022 -3.3730 1.6739 0.017
H -3.2489 -1.7710 2.1648 0.004
H -2.2713 -3.2224 2.4430 0.000
C -3.7709 -2.5744 -0.9598 0.075
H -4.4669 -3.3383 -0.5967 0.017
H -3.5085 -2.7616 -2.0050 0.000
H -4.2595 -1.5929 -0.9274 0.002
C -1.4085 -4.0739 -0.2335 0.084
H -2.1096 -4.8829 -0.4654 0.018
H -0.7924 -4.3383 0.6312 -0.001
H -0.7358 -3.9068 -1.0804 0.003
Tc -0.4995 0.9524 -0.9299 0.148
C 0.8033 1.3315 0.4275 0.009
O 1.5463 1.6201 1.2867 0.000
C -1.9358 0.7265 0.3070 0.011
O -2.8048 0.7026 1.0988 -0.013
C -1.4867 0.1827 -3.0885 0.000
C -0.9508 -1.0532 -2.6932 0.015
C 0.4143 -1.1735 -2.4165 0.027
C 1.2788 -0.1075 -2.6926 0.008
C 0.7772 1.1179 -3.1499 0.003
C -0.6220 1.2814 -3.3162 0.000
H -2.5602 0.3139 -3.2140 0.000
H -1.5750 -1.9409 -2.5925 0.001
H 0.8064 -2.1193 -2.0344 0.001
H 2.3547 -0.2410 -2.5844 0.002
H 1.4718 1.9307 -3.3401 0.000
H -1.0352 2.2160 -3.6867 0.000
N -0.2494 1.4803 10.7981 -0.022
C -0.1593 1.0944 9.6952 -0.001
C -0.0539 0.6418 8.3273 0.016
C -0.7999 1.2679 7.3193 0.222
C -0.7089 0.8255 6.0030 0.249
C 0.1402 -0.2401 5.6929 0.018
C 0.8876 -0.8844 6.6875 0.269
C 0.7959 -0.4298 8.0088 0.234
N 0.2333 -0.6933 4.3632 -0.007
C 0.9188 -1.8207 3.8999 0.003
C 0.6782 -1.8976 2.5428 0.007
N -0.0931 -0.8281 2.1539 0.007
C -0.3932 -0.1535 3.2600 -0.003
H -1.4476 2.0995 7.5734 0.007
H -1.3072 1.3189 5.2444 0.009
H 1.5425 -1.7259 6.4529 0.009
H 1.3880 -0.9064 8.7945 0.007
H 1.4470 -2.5053 4.5402 0.000
H 1.0242 -2.6640 1.8603 0.002
H -1.0530 0.6945 3.3673 -0.001
```

- Electronic energy: -67236.138 eV
- Frontier orbital gap (alpha / beta): 8.3590 / 3.7428 eV
- 2S+1: 4
- Total charge: +4
- Highest occupied orbital energy (alpha / beta): -19.070 / -18.885 eV

***

8.
Formula: C40H40MgN2OP
Source: OMol25
Level of theory: ωB97M-V with the def2-TZVPD basis set

```
85
Properties=species:S:1:pos:R:3:lowdin_charge:R:1
C -1.2717 -2.2817 0.5136 -0.167
C -0.5636 -2.7092 -0.6403 -0.167
C 0.8213 -2.5532 -0.3987 -0.213
H -1.0026 -3.1506 -1.5315 0.084
C 0.9774 -1.9569 0.9016 -0.248
C -0.3295 -1.8147 1.4602 -0.202
H 1.9204 -1.8240 1.4385 0.063
C -1.0772 1.3459 -2.4112 -0.152
C -1.3023 0.0293 -2.8757 -0.136
C -0.0523 -0.6146 -3.0292 -0.115
H -2.2717 -0.3969 -3.1293 0.080
C 0.9676 0.2982 -2.6316 -0.341
C 0.3156 1.5221 -2.2115 -0.177
H 1.6293 -2.9391 -1.0226 0.080
H -0.5472 -1.4602 2.4638 0.072
H -2.3427 -2.3729 0.6710 0.074
H 0.8279 2.4552 -1.9694 0.097
H 0.1222 -1.6012 -3.4609 0.098
H -1.8343 2.1110 -2.2817 0.081
Mg 0.6287 0.0797 -0.3550 0.652
C 2.4680 0.1441 -2.7591 -0.478
C 2.9927 1.4557 -3.3707 -0.051
C 2.8230 -1.0241 -3.6814 -0.039
H 2.4253 1.6638 -4.2920 0.100
H 4.0538 1.3891 -3.6279 0.071
H 2.8560 2.2998 -2.6843 0.080
H 2.3320 -0.8780 -4.6544 0.094
H 2.5013 -1.9898 -3.2676 0.079
H 3.9088 -1.0590 -3.8428 0.083
C 3.0186 -0.1480 -1.3187 -0.069
C 4.5055 0.0938 -1.1038 -0.441
H 2.8080 -1.1913 -1.0388 0.085
H 2.5589 0.5559 -0.5687 0.119
O 4.9739 1.1732 -1.4376 0.053
N 5.2538 -0.8859 -0.4665 0.053
C 4.7507 -1.6846 0.6676 -0.136
H 6.2196 -0.5895 -0.3488 0.137
C 4.3783 -3.0966 0.2740 -0.230
C 3.8327 -3.9579 1.2372 -0.055
H 3.7102 -3.5968 2.2640 0.118
C 3.4446 -5.2523 0.8829 -0.079
H 3.0090 -5.9109 1.6380 0.103
C 3.6185 -5.7007 -0.4330 -0.096
H 3.3078 -6.7097 -0.7089 0.097
C 4.1964 -4.8557 -1.3854 -0.085
H 4.3527 -5.1912 -2.4098 0.098
C 4.5925 -3.5589 -1.0276 -0.052
H 5.0804 -2.8964 -1.7460 0.105
H 3.8851 -1.1808 1.1380 0.115
H 5.5458 -1.7169 1.4307 0.131
N -0.7433 0.9282 0.6984 -0.274
P -2.0859 1.5212 1.2020 0.697
C -2.9035 0.6787 2.5852 -0.272
C -4.2399 0.2530 2.5511 -0.077
C -4.7994 -0.3948 3.6588 -0.093
C -4.0359 -0.6014 4.8113 -0.104
C -2.7041 -0.1697 4.8524 -0.091
C -2.1375 0.4602 3.7403 -0.091
C -1.8647 3.2042 1.8323 -0.297
C -2.9201 3.9222 2.4150 -0.095
C -2.6951 5.2237 2.8772 -0.098
C -1.4194 5.7937 2.7753 -0.108
C -0.3635 5.0635 2.2165 -0.091
C -0.5863 3.7649 1.7418 -0.074
C -3.3801 1.6273 -0.0525 -0.297
C -3.8082 2.8696 -0.5416 -0.089
C -4.7841 2.9249 -1.5423 -0.094
C -5.2945 1.7432 -2.0915 -0.098
C -4.8380 0.5014 -1.6305 -0.087
C -3.8763 0.4448 -0.6208 -0.101
H -4.8568 0.4353 1.6711 0.093
H -5.8400 -0.7248 3.6174 0.096
H -4.4808 -1.0888 5.6805 0.093
H -2.1037 -0.3139 5.7512 0.096
H -1.0985 0.7954 3.7655 0.110
H -3.9109 3.4705 2.4993 0.111
H -3.5192 5.7898 3.3149 0.094
H -1.2473 6.8095 3.1357 0.092
H 0.6348 5.4980 2.1473 0.096
H 0.2166 3.1707 1.3004 0.085
H -3.3880 3.7904 -0.1372 0.098
H -5.1431 3.8995 -1.8851 0.096
H -6.0488 1.7895 -2.8817 0.094
H -5.2381 -0.4242 -2.0483 0.102
H -3.5156 -0.5226 -0.2683 0.102
```

- Electronic energy: -61891.733 eV
- Frontier orbital gap: 5.7548 eV
- 2S+1: 1
- Total charge: -1
- Highest occupied orbital energy: -3.231 eV